Below is a structure of composition C8H4F3NNiO4S3Sb, with properties calculated with wB97M-V/def2-TZVPD.

CARTESIAN COORDINATES (ANGSTROEM)
Ni: -0.446 0.086 0.359
S: -0.461 4.695 2.765
Sb: -0.010 2.826 1.512
S: 0.208 0.675 2.480
S: -1.633 1.974 0.069
O: -2.093 -3.332 -1.089
C: -1.462 -2.364 -0.652
O: -1.838 -1.161 -0.561
C: -0.038 -2.615 -0.179
C: 0.603 -3.833 -0.338
C: 1.920 -3.947 0.062
C: 2.555 -2.844 0.617
C: 1.844 -1.670 0.764
N: 0.572 -1.569 0.376
H: 0.043 -4.637 -0.792
H: 2.458 -4.878 -0.070
H: 3.593 -2.878 0.917
H: 2.272 -0.776 1.199
F: 4.628 0.174 -0.831
C: 3.672 0.996 -1.340
F: 3.561 2.015 -0.473
F: 4.203 1.517 -2.476
C: 2.317 0.223 -1.617
O: 2.473 -0.807 -2.274
O: 1.318 0.785 -1.139

Summary:
Energy above the lowest of the compared OMol25 structures with the same formula, charge and spin ... 1.341 eV
Total energy ... -3905.89958 hartree
Largest force on an atom ... 0.9 eV/A
2S+1 ... 2
Net charge ... -2
Expectation value of S² ... 0.76
Orbital gap (alpha / beta) ... 6.37 / 6.37 eV